[1]
{
  "formula": "C42H51BrClF3N4O3P",
  "method": "wB97M-V/def2-TZVPD",
  "species": ["C", "C", "C", "N", "Br", "C", "N", "C", "C", "C", "C", "O", "N", "C", "C", "C", "C", "C", "C", "C", "C", "C", "F", "C", "C", "C", "O", "C", "C", "P", "O", "Cl", "N", "C", "C", "C", "C", "C", "C", "C", "C", "H", "H", "H", "H", "H", "H", "H", "H", "H", "H", "H", "H", "H", "H", "H", "H", "H", "H", "H", "H", "H", "H", "H", "H", "H", "H", "H", "H", "H", "H", "H", "H", "H", "H", "H", "H", "H", "H", "H", "H", "H", "F", "C", "C", "C", "C", "C", "C", "H", "H", "H", "H", "H", "F", "C", "C", "C", "C", "C", "C", "H", "H", "H", "H", "H"],
  "positions_angstrom": [[1.92113, -4.84984, -0.15585], [1.54658, -3.97935, 0.85857], [0.08288, -3.46400, 0.80882], [-0.13415, -2.11654, 1.41397], [-1.18517, -1.97789, 2.94081], [0.40152, -1.08878, 0.84763], [1.19528, -1.11104, -0.36581], [0.97264, 0.14299, -1.17440], [2.46823, 0.62944, -1.40170], [2.60747, 2.04302, -2.12302], [4.12294, 2.48553, -1.94210], [4.31077, 3.60622, -1.52032], [5.18925, 1.59618, -2.28566], [6.19943, 1.47527, -1.24485], [7.55965, 1.95435, -1.55944], [8.62616, 1.84539, -0.56046], [8.40941, 1.25875, 0.77699], [7.07302, 0.76636, 1.08243], [6.00158, 0.89764, 0.07513], [0.46249, -0.08135, -2.67552], [-0.06295, -1.56570, -2.93389], [-1.18516, -1.50003, -4.06565], [0.97629, -2.43615, -3.33749], [0.02548, 0.88779, -0.15097], [-0.37624, 2.39752, -0.32381], [0.49092, 3.44297, 0.46372], [-0.10461, 4.71999, 0.26756], [0.60397, 5.75485, 0.95384], [0.47096, 5.71513, 2.52995], [-1.68210, -0.00021, -0.45156], [-2.50948, 0.26026, 1.00050], [-2.82392, 1.01482, -1.87647], [0.31356, 0.34983, 1.21104], [1.63651, 0.69762, 1.80686], [1.57521, 1.30443, 3.26549], [0.68332, 0.51791, 4.27181], [-0.70653, 0.99581, 4.43456], [-1.58852, 0.26937, 5.34518], [-1.04932, -0.88992, 6.05169], [0.34208, -1.35232, 5.90681], [1.23101, -0.62924, 4.99983], [2.32818, -5.86343, 0.09308], [1.78545, -4.61151, -1.24265], [2.27156, -3.71342, 1.67675], [-0.64892, -4.18351, 1.26178], [-0.17892, -3.36167, -0.29033], [2.17112, -1.37923, -0.23197], [2.94798, -0.11276, -2.11050], [3.11436, 0.57181, -0.47692], [2.37382, 1.90774, -3.22103], [1.89956, 2.81447, -1.74517], [4.85275, 0.69155, -2.61830], [7.83890, 2.38974, -2.54910], [9.66605, 2.19910, -0.76628], [9.22175, 1.18890, 1.54337], [6.85406, 0.29793, 2.06572], [5.00809, 0.48534, 0.37631], [-0.30426, 0.68514, -2.98308], [1.29630, 0.04764, -3.42511], [-0.52537, -1.99858, -2.00461], [-2.00888, -2.23163, -3.88052], [-0.63511, -1.70560, -5.03023], [-1.64618, -0.48603, -4.15382], [-0.28161, 2.64506, -1.42109], [-1.44202, 2.57360, 0.00401], [0.36663, 3.19954, 1.56666], [1.59582, 3.39952, 0.26334], [0.14830, 6.72794, 0.60959], [1.69487, 5.81834, 0.66082], [-0.34381, 4.97033, 2.77427], [0.18042, 6.69073, 2.99216], [1.42106, 5.29057, 2.95309], [-2.50306, 1.20970, 1.23762], [2.36040, -0.17079, 1.85362], [2.16832, 1.47477, 1.18223], [1.28390, 2.38340, 3.30946], [2.63248, 1.25349, 3.66641], [-1.02777, 1.87691, 3.82242], [-2.64430, 0.63124, 5.42402], [-1.74956, -1.45234, 6.72270], [0.68518, -2.24709, 6.48509], [2.29232, -0.91023, 4.82125], [-5.99184, -0.21435, 3.41598], [-6.48147, 0.68814, 2.54505], [-5.69836, 1.09475, 1.48019], [-6.20434, 2.02245, 0.57813], [-7.48230, 2.53931, 0.75826], [-8.25672, 2.12536, 1.83580], [-7.75621, 1.18970, 2.73255], [-4.70255, 0.68662, 1.36124], [-5.60249, 2.34270, -0.26456], [-7.87471, 3.26609, 0.05661], [-9.25087, 2.53150, 1.97779], [-8.34866, 0.84924, 3.57271], [-4.04593, -3.04370, -4.52258], [-3.89964, -4.35898, -4.77617], [-3.53860, -4.76758, -6.04686], [-3.38298, -6.12320, -6.30626], [-3.60046, -7.05287, -5.29545], [-3.96771, -6.62846, -4.02422], [-4.11324, -5.27238, -3.76017], [-3.38162, -4.02899, -6.82337], [-3.09314, -6.45492, -7.29584], [-3.48304, -8.11050, -5.50049], [-4.14112, -7.35375, -3.23831], [-4.39070, -4.92235, -2.77330]],
  "forces_ev_per_a": [[-0.25, 0.42, 0.70], [-0.14, -0.69, -0.88], [0.95, 0.20, -1.53], [0.67, 0.21, -0.18], [0.18, -0.06, -0.23], [1.72, 2.48, -1.79], [-1.77, -1.22, 0.68], [2.48, -0.08, 0.16], [0.21, 0.82, -0.42], [0.87, -1.47, -0.49], [-1.12, 1.08, -0.31], [0.39, -0.95, 0.02], [-1.35, 0.00, 1.41], [3.40, 0.19, 1.23], [0.11, -0.87, 2.13], [-1.34, -0.74, 0.97], [-2.11, 0.13, -1.71], [0.47, 1.14, -2.25], [1.20, 0.10, 0.05], [-0.21, -1.22, 0.09], [-1.99, 1.10, -0.36], [1.01, -0.30, -0.04], [-0.53, 0.89, 0.43], [-1.69, 1.05, -0.90], [1.45, 0.75, 0.18], [-0.84, -0.63, 1.39], [1.08, -0.37, -0.05], [0.03, 1.91, 0.51], [-0.11, -1.32, -0.44], [-1.35, -1.16, 1.04], [1.10, 0.79, -1.87], [0.59, 0.15, 0.69], [-0.39, -1.59, -0.25], [1.30, 1.36, 0.85], [0.28, -0.69, 0.91], [-1.06, -0.05, 0.39], [1.39, -2.23, 1.16], [2.17, 0.00, -0.98], [0.64, 0.41, -0.73], [-0.86, 1.78, -1.05], [-2.59, 0.80, 0.21], [1.08, 1.56, -0.33], [-1.24, -0.70, 1.09], [-1.48, -1.20, 0.07], [0.94, 0.78, -0.14], [0.11, -0.14, 1.08], [-0.53, -0.33, -0.19], [-0.72, 0.49, 0.82], [-0.96, 0.37, -0.78], [0.33, 0.16, 1.08], [1.01, -0.47, -0.10], [0.21, 0.33, 0.15], [-0.64, -0.45, 0.97], [-1.19, -0.26, -0.10], [-0.82, 0.11, -0.99], [0.12, 0.43, -0.91], [0.85, 0.48, -0.43], [0.62, -0.93, 0.59], [-0.68, -0.07, 1.03], [0.73, 0.40, -0.92], [0.90, 0.51, -0.34], [-0.86, 0.04, 0.86], [0.43, -0.85, 0.22], [-0.43, -0.33, 1.07], [1.11, -0.10, -0.44], [0.31, 0.04, -1.05], [-0.87, 0.28, -0.24], [0.35, -1.17, 0.13], [-1.08, -0.43, 0.14], [0.69, 0.85, -0.14], [0.53, -0.82, -0.51], [-0.90, 0.67, -0.04], [-0.06, -0.38, 0.16], [-1.01, 0.59, -0.15], [-0.71, -0.88, 0.47], [0.14, -0.92, -0.39], [-0.99, 0.16, -0.56], [0.19, -0.95, 0.80], [1.08, -0.68, 0.23], [0.90, 0.59, -0.65], [-0.35, 1.03, -0.65], [-0.95, 0.14, 0.33], [0.08, -0.07, 0.08], [-0.26, 0.43, -0.39], [0.25, -0.08, 0.01], [-0.21, 0.00, 0.18], [-0.02, 0.07, -0.09], [0.23, -0.05, -0.10], [-0.12, -0.09, 0.21], [-0.16, -0.09, 0.01], [-0.01, -0.03, 0.05], [0.02, -0.05, 0.05], [0.05, -0.06, 0.01], [0.05, 0.00, -0.01], [-0.07, 0.12, 0.04], [0.05, -0.67, -0.15], [0.06, 0.21, -0.17], [-0.06, -0.02, 0.25], [0.02, -0.08, -0.04], [0.08, 0.08, -0.20], [-0.04, 0.13, 0.24], [-0.02, 0.00, 0.05], [-0.03, 0.05, 0.05], [-0.02, 0.07, 0.02], [0.00, 0.07, -0.03], [-0.04, 0.02, -0.05]],
  "total_charge": 1,
  "homo_ev": -10.96,
  "relative_energy_kcal_mol": 0.0
}

[2]
{
  "formula": "C4H26BO21",
  "method": "wB97M-V/def2-TZVPD",
  "species": ["O", "C", "O", "B", "O", "C", "O", "O", "C", "O", "C", "O", "O", "O", "H", "H", "O", "H", "H", "O", "H", "H", "O", "H", "H", "O", "H", "H", "O", "H", "H", "O", "H", "H", "O", "H", "H", "O", "H", "H", "O", "H", "H", "O", "H", "H", "O", "H", "H", "O", "H", "H"],
  "positions_angstrom": [[-1.62303, -2.62281, -1.10523], [-1.14024, -1.72930, -0.40867], [-0.46954, -0.65650, -0.79555], [-0.14345, 0.26170, 0.34370], [-0.76362, -0.40730, 1.52545], [-1.34202, -1.47552, 1.13380], [-2.14045, -2.15382, 1.82371], [-0.72246, 1.63365, 0.22624], [0.25213, 2.55312, 0.33062], [0.06237, 3.84100, 0.26573], [1.60023, 1.82446, 0.57565], [1.31090, 0.53868, 0.51681], [2.65909, 2.40744, 0.83724], [-1.86798, 3.90560, 2.16735], [-1.19000, 3.93292, 1.49221], [-2.64912, 4.25355, 1.73726], [0.40702, -3.52023, -2.67414], [-0.14711, -3.17171, -1.97577], [-0.12790, -4.19628, -3.09013], [-4.14951, -3.16993, -3.29974], [-4.22915, -3.28659, -2.35301], [-5.04295, -3.26644, -3.62941], [-3.01287, -5.61755, -1.05217], [-2.90325, -4.76492, -1.47315], [-3.94081, -5.82344, -1.16514], [1.93752, 0.09865, -2.75293], [2.83716, 0.31476, -2.50760], [1.82224, -0.80785, -2.46800], [-0.37326, -1.25947, -3.96207], [-0.27721, -0.45238, -3.45651], [-0.13726, -1.95599, -3.34936], [2.36072, 4.41277, 2.76102], [2.60218, 4.05977, 1.90468], [2.28374, 3.64310, 3.32484], [4.20799, -0.50450, -0.60447], [3.86906, -1.24601, -0.10294], [3.45129, 0.06897, -0.72598], [-4.17099, -0.22465, -0.06944], [-4.17692, 0.01133, -0.99708], [-3.24316, -0.26107, 0.16300], [4.53811, 1.05695, 2.94382], [3.78051, 0.84233, 2.39957], [5.22022, 0.45041, 2.65559], [5.02420, 3.61910, 1.79067], [4.27255, 3.13174, 2.12791], [5.74650, 2.99135, 1.81221], [-1.57025, -3.89887, 4.30526], [-1.77645, -3.37083, 3.53397], [-0.63490, -3.75655, 4.45047], [-2.44387, 4.48148, -0.90388], [-1.63127, 3.97694, -0.86711], [-2.20474, 5.28873, -1.35930]],
  "forces_ev_per_a": [[1.08, 1.38, 1.28], [-0.55, 0.79, 0.22], [-0.09, -1.11, -0.59], [1.19, 3.40, 0.31], [0.69, -0.04, -0.42], [-3.43, -2.88, 1.73], [2.21, 1.07, -1.58], [-0.68, -1.85, -0.62], [3.76, 1.43, 0.55], [-0.09, -2.93, -0.23], [-5.06, 4.74, -0.73], [0.01, -3.69, 0.00], [1.22, -1.27, 0.12], [-0.96, 0.07, 1.31], [0.86, 0.12, -0.81], [-0.05, -0.02, -0.26], [0.99, -0.38, -0.25], [-0.63, -0.09, 0.49], [-0.18, -0.11, -0.09], [0.13, -0.16, -0.22], [0.05, 0.26, 0.38], [-0.22, 0.01, -0.09], [0.03, -0.36, 0.04], [0.31, 0.41, 0.00], [-0.19, -0.07, 0.00], [-0.03, 0.29, -0.18], [0.21, 0.09, -0.07], [-0.07, -0.29, 0.04], [-0.35, 0.43, -0.61], [0.05, 0.33, 0.09], [0.13, -0.38, -0.08], [0.08, 0.71, 0.84], [-0.31, -0.36, -0.70], [-0.16, -0.19, -0.03], [0.62, -0.23, -0.26], [-0.23, -0.09, 0.11], [-0.44, 0.39, 0.50], [-0.41, -0.23, 0.02], [0.10, 0.15, -0.23], [0.11, 0.21, 0.18], [0.28, -0.21, 0.66], [-0.49, 0.21, -0.56], [0.11, -0.12, -0.15], [0.82, 0.80, -0.11], [-0.16, -0.28, -0.10], [-0.10, -0.21, 0.02], [0.00, -0.44, 0.47], [-0.22, 0.45, -0.56], [0.16, 0.09, 0.00], [-1.16, 0.30, -0.40], [0.90, -0.28, 0.55], [0.16, 0.12, 0.01]],
  "spin_multiplicity": 2,
  "total_charge": -2,
  "homo_ev": [0.61, -3.19],
  "s2": 0.75,
  "relative_energy_kcal_mol": 24.7
}